No. 1
{
  "formula": "CH2NP3",
  "method": "ωB97M-V with the def2-TZVPD basis set",
  "species": ["C", "N", "P", "P", "P", "H", "H"],
  "positions_angstrom": [[0.02459, -0.95616, -0.19085], [-0.25905, -1.93039, 0.56354], [-1.02073, 0.56584, -0.29431], [-1.56112, -1.96086, 1.60573], [-2.49358, -0.18755, 1.07657], [0.79573, -1.08262, -0.94380], [-0.53590, 1.34676, 0.79753]],
  "forces_ev_per_a": [[0.165, 0.411, -0.113], [0.912, -0.542, -0.491], [-0.175, -0.325, -0.153], [-1.094, 0.856, -0.054], [-0.461, -0.359, 0.960], [0.368, 0.099, 0.083], [0.283, -0.140, -0.231]],
  "mulliken_charge": [0.0036, -0.4186, -0.0894, 0.0752, -0.0666, 0.3903, 0.1056],
  "total_charge": 0,
  "smiles": "C1=[PH]=P#P=N1",
  "e_homo_ev": -9.09
}

No. 2
{
  "formula": "C2HBrF2S",
  "method": "ωB97M-V with the def2-TZVPD basis set",
  "species": ["C", "C", "F", "F", "S", "Br", "H"],
  "positions_angstrom": [[0.73738, 0.15875, 0.39519], [-0.06773, -0.43572, -0.55407], [-0.69600, -1.57166, -0.37008], [-0.01829, -0.13124, -1.82807], [0.88555, -0.37057, 1.96887], [-2.10204, 1.29436, 0.30300], [1.26114, 1.05607, 0.08516]],
  "forces_ev_per_a": [[1.375, 0.699, 3.352], [-3.698, -0.903, -1.734], [0.954, 1.132, -0.158], [0.291, -0.255, 1.172], [-0.072, 0.258, -1.815], [1.228, -0.886, -0.562], [-0.077, -0.044, -0.254]],
  "mulliken_charge": [-0.1134, 0.3493, -0.1187, -0.1379, -0.0485, -0.2793, 0.3484],
  "total_charge": 0,
  "e_homo_ev": [-9.59, -9.60]
}

No. 3
{
  "formula": "C2HN3O3",
  "method": "ωB97M-V with the def2-TZVPD basis set",
  "species": ["C", "C", "H", "N", "N", "N", "O", "O", "O"],
  "positions_angstrom": [[0.39042, 0.73587, -0.11852], [0.60762, -0.65003, -0.04973], [2.14997, 0.59954, 0.33777], [-0.79933, 1.36196, -0.16786], [-1.62133, -0.88981, 0.13950], [-0.50461, -1.39539, 0.22339], [1.51338, 1.27099, 0.28078], [-1.74187, 0.53032, -0.10577], [1.77082, -1.13281, -0.26171]],
  "forces_ev_per_a": [[-0.826, 1.613, 1.624], [3.014, -3.057, -2.017], [1.874, -1.815, -0.234], [6.056, 0.518, 0.452], [-0.238, 0.583, 0.421], [-0.614, -0.955, -0.288], [-1.167, 5.009, -0.539], [-4.193, -2.954, -0.658], [-3.906, 1.058, 1.239]],
  "mulliken_charge": [0.5750, 0.5718, 0.3687, -0.2385, 0.0072, -0.1742, -0.4305, -0.0619, -0.6177],
  "total_charge": 0,
  "smiles": "O=c1nnonc1O",
  "e_homo_ev": -10.39
}

No. 4
{
  "formula": "C24H68O10",
  "method": "ωB97M-V with the def2-TZVPD basis set",
  "species": ["O", "H", "H", "O", "H", "H", "C", "C", "C", "O", "H", "H", "H", "H", "H", "H", "H", "H", "C", "C", "C", "O", "H", "H", "H", "H", "H", "H", "H", "H", "C", "C", "C", "O", "H", "H", "H", "H", "H", "H", "H", "H", "C", "C", "C", "O", "H", "H", "H", "H", "H", "H", "H", "H", "C", "C", "C", "O", "H", "H", "H", "H", "H", "H", "H", "H", "C", "C", "C", "O", "H", "H", "H", "H", "H", "H", "H", "H", "C", "C", "C", "O", "H", "H", "H", "H", "H", "H", "H", "H", "C", "C", "C", "O", "H", "H", "H", "H", "H", "H", "H", "H"],
  "positions_angstrom": [[-0.06849, 0.17010, 0.69382], [0.02912, 0.46628, -0.21116], [0.72626, -0.33402, 0.86838], [1.72651, -0.67531, 1.29381], [2.24368, -1.18683, 0.67163], [1.50908, -1.29407, 1.99100], [1.71416, -0.83549, -1.55247], [2.01108, -2.08080, -0.69595], [2.34133, -3.33590, -1.41919], [3.01528, -1.85020, 0.23561], [1.39465, 0.01640, -0.95223], [0.97443, -1.01863, -2.33180], [2.61130, -0.55805, -2.10586], [1.07013, -2.27876, -0.18262], [2.57249, -4.13829, -0.71858], [3.20552, -3.16216, -2.06037], [1.57496, -3.66361, -2.12159], [3.86765, -1.94025, -0.19677], [-0.69500, 4.63478, -0.90606], [0.13699, 3.59318, -0.15069], [-0.77753, 2.62412, 0.68120], [0.94666, 2.88585, -1.04726], [-1.21328, 5.39905, -0.32695], [-1.33596, 4.22146, -1.68480], [-0.04273, 5.12506, -1.62875], [0.79221, 4.08443, 0.56865], [-1.15028, 3.08634, 1.59525], [-0.17040, 1.77336, 0.99057], [-1.53257, 2.27454, -0.02292], [1.38912, 3.53628, -1.59752], [-0.49949, -3.36535, -1.46843], [-1.04550, -2.77121, -0.19686], [-1.40908, -1.26472, -0.53301], [-2.19453, -3.40981, 0.30634], [0.42309, -2.86010, -1.75423], [-1.12569, -3.35682, -2.36056], [-0.19026, -4.37262, -1.18936], [-0.27149, -2.74532, 0.57017], [-1.93517, -0.84061, 0.32224], [-2.13332, -1.20214, -1.34520], [-0.60112, -0.61805, -0.87525], [-2.85108, -3.28694, -0.38317], [1.33472, 1.32641, -2.63950], [-0.08619, 1.31483, -2.08906], [-0.94810, 0.04396, -2.54331], [0.06306, 1.25747, -0.72325], [2.11456, 0.87077, -2.02930], [1.66555, 2.33000, -2.90676], [1.48358, 0.72525, -3.53648], [-0.64861, 2.20609, -2.36736], [-0.33883, -0.84942, -2.40622], [-1.06211, 0.02266, -3.62713], [-1.91116, -0.03060, -2.03829], [0.21727, 2.16593, -0.45400], [2.03770, 1.58175, -0.02291], [3.22314, 0.59593, 0.04224], [4.52574, 1.24123, -0.56218], [3.39209, 0.31160, 1.38919], [1.87699, 1.89966, -1.05305], [2.24052, 2.45192, 0.60141], [1.16449, 1.03919, 0.33939], [2.90280, -0.21411, -0.61299], [4.25357, 1.43945, -1.59888], [5.32216, 0.50064, -0.48913], [4.84588, 2.12207, -0.00565], [2.55975, -0.08101, 1.66244], [-2.50133, 0.29885, -0.24967], [-3.25591, 1.54884, -0.45500], [-2.93468, 2.27775, -1.77963], [-4.56681, 1.08623, -0.45919], [-1.44250, 0.53982, -0.34408], [-2.66921, -0.49040, -0.98247], [-2.79798, -0.22495, 0.65902], [-2.99239, 2.08779, 0.45506], [-1.87173, 2.46767, -1.92852], [-3.43983, 3.24350, -1.76438], [-3.30236, 1.66997, -2.60638], [-4.81520, 0.67277, -1.28922], [-0.79356, -2.16919, 2.33756], [0.57593, -2.77140, 2.78962], [1.30146, -3.52676, 1.66278], [1.31559, -1.65363, 3.09440], [-0.64625, -1.20563, 1.84976], [-1.43355, -2.01937, 3.20708], [-1.32575, -2.89615, 1.72404], [0.44318, -3.41148, 3.66184], [0.61964, -4.24064, 1.20061], [2.20566, -3.96688, 2.08328], [1.54568, -2.75764, 0.93005], [0.79589, -1.09003, 3.67222], [-2.28540, -0.62001, 2.20863], [-1.78949, 0.87034, 2.26569], [-2.27438, 1.53532, 3.49225], [-0.38913, 0.81497, 2.33500], [-1.94520, -1.22373, 1.36727], [-3.35874, -0.59309, 2.02070], [-2.00989, -1.20455, 3.08641], [-2.11684, 1.46279, 1.41132], [-3.33778, 1.74331, 3.61067], [-1.83643, 2.50837, 3.71468], [-1.92244, 1.04410, 4.39942], [-0.00953, 0.47633, 1.52087]],
  "forces_ev_per_a": [[-3.678, -13.392, -8.580], [-0.314, -3.918, 0.414], [1.141, -1.957, 0.090], [-6.349, -2.226, -0.886], [0.417, 2.121, 1.542], [-0.236, 0.029, 1.186], [0.257, -2.954, -0.819], [-1.654, -0.715, -3.426], [1.155, -0.676, -1.534], [4.909, -5.829, -2.919], [0.154, -1.708, -0.646], [0.955, -0.666, 0.395], [-0.014, -0.685, -0.178], [0.668, 0.668, -0.555], [-0.069, -0.010, -0.013], [0.489, -0.042, 0.095], [0.837, -0.232, 0.247], [0.376, 0.300, 0.157], [0.649, 0.218, -1.262], [-2.297, 4.247, 2.343], [0.596, 2.714, -0.220], [-1.058, 14.068, -3.950], [0.047, -0.307, 0.154], [-0.614, -0.370, 0.807], [0.666, 0.793, 0.399], [0.068, 0.158, 0.061], [0.064, 0.656, -0.423], [-1.106, 2.592, 0.933], [0.688, 1.021, 1.109], [0.299, 0.587, -0.001], [0.226, -0.859, 0.354], [0.635, 2.730, -3.004], [3.886, -9.075, 0.633], [-0.195, -0.556, -0.529], [-1.711, 0.083, 0.055], [-0.518, -0.126, 0.272], [-0.049, -0.489, -0.651], [-0.800, -0.506, -1.105], [3.162, -3.536, -1.600], [2.223, -4.926, -0.736], [-0.891, -2.873, 0.743], [-0.396, -0.178, 0.012], [0.802, 0.010, -4.104], [-0.339, -2.591, -2.849], [1.403, 1.457, -2.788], [-5.913, 4.865, -17.060], [-0.858, 1.657, -1.137], [0.009, -0.174, -0.534], [-0.641, 0.117, -0.593], [1.086, -0.532, -0.505], [-1.348, 0.589, -0.515], [-0.240, 0.814, -0.342], [1.034, 1.273, -1.935], [-1.069, -3.056, 0.831], [6.755, -2.748, 1.890], [1.163, 3.897, 1.077], [-1.409, -1.246, 0.709], [9.016, 3.617, -0.026], [3.433, -2.645, 3.169], [0.471, -0.064, 0.161], [3.928, 1.808, 1.215], [2.270, 1.601, 1.615], [0.569, 0.358, -0.240], [0.233, 0.014, -0.260], [-0.235, 0.088, -0.160], [1.082, 1.638, 1.795], [-3.438, 6.187, -1.790], [-0.306, -0.778, -1.087], [-0.547, 0.362, 0.925], [-2.782, 1.044, 0.780], [-2.772, 0.582, 0.796], [-4.251, 4.500, 0.772], [-1.808, 2.682, -1.017], [-1.922, 1.027, -0.533], [-1.457, -0.031, 0.258], [-0.174, 0.004, -0.255], [-0.021, 0.058, -0.121], [0.374, 0.062, -0.094], [4.217, -4.797, 2.349], [-2.567, -1.882, -0.945], [-0.104, 0.450, 1.423], [1.174, -1.660, 5.837], [1.573, -1.596, 0.741], [2.877, -2.821, 0.408], [-0.134, 0.604, 1.496], [0.060, -0.126, 0.096], [0.325, -0.345, 0.267], [0.041, -0.236, -0.332], [-0.024, -2.062, 1.712], [-0.113, 0.659, -0.023], [-4.782, 3.483, 0.981], [1.144, -1.987, 1.117], [-0.360, 1.104, 2.246], [-3.883, 5.290, 16.821], [-1.180, 0.604, 1.974], [-0.822, 0.121, 0.968], [-3.188, 3.901, -0.408], [0.075, -0.939, 1.081], [-0.308, -0.521, -0.374], [0.382, 0.378, -0.834], [-0.224, -0.710, -0.030], [1.100, 2.472, 6.418]],
  "mulliken_charge": [-1.8492, -1.2109, 4.4085, -1.0482, -2.4790, 0.2489, -0.1308, -0.2977, -1.4206, -0.1759, -1.2714, 1.2398, 0.9698, -0.7485, 0.4052, 0.5160, 0.2751, 0.7580, -1.8307, 0.2963, -1.5748, -0.4193, 0.3776, 0.3472, 0.5322, 0.6374, 0.6405, 0.2340, -0.1305, 0.6489, -1.6206, 0.9608, 1.5210, -0.5818, -0.3770, 0.2763, 0.6273, -1.3846, -1.0372, 1.1498, -0.3092, 0.6133, -0.8728, 0.1495, -1.2880, -2.2947, 0.1148, 0.1737, 0.5665, 1.7098, 0.3078, 0.2722, 0.3275, 0.1222, 0.0057, 1.0866, -1.8687, -0.9741, 0.5918, 0.2660, -0.4491, 0.6923, 0.3000, 0.4330, 0.4070, 0.4595, -0.1993, -0.1309, -0.9163, -0.7009, 0.3277, 0.8336, -0.0851, 1.1739, -0.7340, 0.3227, 0.3413, 0.4751, -0.8365, -0.1582, -0.6309, -0.4416, -1.6473, 0.2446, 0.6863, 0.5115, 0.3743, 0.4139, -0.0255, 0.6019, -0.9695, 1.6500, -1.9159, -0.4090, 1.0518, 0.7301, 0.0223, -0.8545, 0.2542, 0.4329, 0.4640, 1.7189],
  "total_charge": 0,
  "e_homo_ev": -7.17
}

No. 5
{
  "formula": "C5H4BFO7P",
  "method": "ωB97M-V with the def2-TZVPD basis set",
  "species": ["B", "C", "C", "C", "C", "C", "O", "O", "O", "O", "O", "O", "O", "F", "P", "H", "H", "H", "H"],
  "positions_angstrom": [[1.89853, -1.46193, 1.68149], [-0.29276, -0.59385, 2.00501], [4.06670, -2.00810, 2.17009], [3.93551, -0.50022, 1.89405], [-0.34571, -0.24034, 0.66781], [-1.36796, 0.75010, 0.20781], [5.02754, -2.62414, 2.50746], [-1.07245, -0.17124, 2.85193], [2.83568, -2.48097, 2.24696], [4.84328, 0.25642, 1.92547], [0.76751, -1.30735, 2.48499], [1.57596, -1.90193, 0.23145], [2.67050, -0.21106, 1.67738], [-0.85457, 1.29786, -0.99863], [0.56460, -0.99585, -0.49679], [-1.47852, 1.45749, 0.96073], [-2.28661, 0.21872, -0.07785], [1.39708, -0.32474, -1.37037], [-0.36177, -1.77090, -1.30939]],
  "forces_ev_per_a": [[0.440, -0.938, 0.215], [0.817, 0.686, 2.569], [-1.273, -0.203, 1.262], [-0.233, -0.589, -0.371], [-0.648, 1.084, -1.225], [0.686, -2.632, -1.161], [1.155, -0.098, -0.317], [-0.671, -0.100, -0.287], [-0.682, 0.165, -0.962], [1.183, 1.200, 0.007], [-0.876, -0.662, -0.342], [0.530, -0.597, 0.734], [0.462, 0.172, -0.552], [-0.296, 0.433, 0.003], [-0.591, -1.074, 0.112], [-0.590, 1.599, 0.997], [-0.209, 0.641, 0.071], [-0.226, 0.585, -0.648], [1.024, 0.329, -0.103]],
  "mulliken_charge": [1.1248, 0.3028, 0.6734, 0.5029, 0.3897, -0.3389, -0.6093, -0.7457, -0.4824, -0.6034, -0.5227, -0.3855, -0.6077, -0.3389, 0.0741, 0.3275, 0.2160, 0.0238, -0.0005],
  "total_charge": -1,
  "e_homo_ev": -5.04
}

No. 6
{
  "formula": "C18H19BrN2O2",
  "method": "ωB97M-V with the def2-TZVPD basis set",
  "species": ["C", "C", "C", "H", "H", "C", "C", "O", "N", "C", "C", "C", "C", "C", "C", "H", "H", "H", "N", "C", "O", "C", "C", "C", "C", "C", "C", "H", "H", "H", "Br", "H", "H", "H", "H", "H", "H", "H", "H", "H", "H", "H"],
  "positions_angstrom": [[5.71525, 3.07506, -3.74870], [4.60459, 2.69458, -2.77824], [3.27395, 3.33071, -3.17310], [3.38357, 4.41716, -3.20088], [2.99763, 2.98817, -4.17144], [2.15208, 2.96241, -2.20453], [1.72187, 1.50918, -2.35920], [2.02048, 0.81952, -3.30431], [0.93930, 1.09466, -1.31571], [0.32417, -0.14441, -1.11234], [-0.47295, -0.28966, 0.01865], [-1.11749, -1.49311, 0.28568], [-0.96257, -2.56512, -0.58697], [-0.16657, -2.41173, -1.70752], [0.47775, -1.21988, -1.98270], [1.09219, -1.11340, -2.85955], [-0.04595, -3.24341, -2.38449], [-1.45823, -3.49827, -0.38380], [-1.91137, -1.55533, 1.43734], [-2.60054, -2.61544, 1.94534], [-2.60928, -3.73292, 1.47630], [-3.36271, -2.28953, 3.19459], [-3.96182, -1.05230, 3.40511], [-4.67313, -0.83926, 4.57254], [-4.80160, -1.82557, 5.53555], [-4.21565, -3.06016, 5.31121], [-3.50772, -3.29450, 4.14687], [-3.05746, -4.25566, 3.95278], [-4.31877, -3.84024, 6.04965], [-5.35818, -1.63266, 6.43958], [-5.49139, 0.86098, 4.85760], [-3.91429, -0.26882, 2.66267], [-1.93680, -0.69773, 1.97141], [-0.59440, 0.54527, 0.69819], [0.74890, 1.77809, -0.59560], [2.46912, 3.14396, -1.17457], [1.27338, 3.58318, -2.40340], [4.87773, 3.01641, -1.76938], [4.48913, 1.60983, -2.76707], [5.47197, 2.73637, -4.75285], [5.84952, 4.15484, -3.77369], [6.65629, 2.61875, -3.45100]],
  "forces_ev_per_a": [[-0.087, -0.113, 0.213], [-0.038, 0.151, -0.232], [0.003, -0.205, 0.297], [-0.021, 0.017, -0.040], [-0.007, 0.075, -0.037], [0.203, 0.075, -0.454], [-0.058, 0.440, 0.374], [0.092, -0.158, -0.271], [-0.142, 0.138, 0.355], [-0.161, -0.374, -0.019], [0.011, -0.059, -0.045], [0.195, -0.072, -0.368], [-0.129, -0.234, 0.055], [-0.031, 0.200, 0.166], [0.161, 0.024, -0.227], [0.011, 0.006, -0.013], [0.011, -0.075, -0.063], [-0.011, -0.016, 0.013], [0.021, 0.438, 0.126], [-0.061, 0.070, 0.152], [0.053, -0.112, -0.046], [-0.220, -0.096, 0.247], [0.013, -0.037, 0.043], [-0.102, 0.245, 0.109], [-0.060, 0.158, -0.046], [0.041, 0.006, -0.065], [0.072, 0.022, -0.145], [0.027, -0.085, -0.025], [0.004, -0.072, 0.064], [-0.040, 0.026, 0.051], [0.103, -0.245, -0.043], [0.001, 0.047, -0.046], [-0.036, -0.251, -0.003], [-0.016, 0.087, 0.072], [0.128, -0.053, -0.202], [-0.074, 0.026, 0.041], [-0.037, -0.018, 0.102], [-0.026, -0.042, 0.060], [0.001, -0.025, 0.085], [0.019, -0.016, -0.140], [0.055, 0.109, -0.045], [0.132, -0.002, -0.050]],
  "mulliken_charge": [-1.3261, -0.2510, -0.7461, 0.4388, 0.2943, -0.8148, 0.6069, -0.6303, -0.0775, 0.2812, -0.4401, 0.3969, -0.5818, -0.8821, -0.4928, 0.5336, 0.3609, 0.5196, -0.1216, 0.6220, -0.6348, 0.4397, -0.4041, -0.1541, -0.3664, -0.5318, -0.5310, 0.4202, 0.3901, 0.4095, -0.1961, 0.4862, 0.1577, 0.2936, 0.2250, 0.3750, 0.3697, 0.2802, 0.2585, 0.3360, 0.3159, 0.3711],
  "total_charge": 0,
  "smiles": "CCCCC(=O)Nc1cccc(NC(=O)c2cccc(Br)c2)c1",
  "e_homo_ev": -8.44
}